Formula: H30O15
Source: OMol25
Level of theory: ωB97M-V/def2-TZVPD

XYZ file:
```
45
Properties=species:S:1:pos:R:3:forces:R:3
O 1.4924 3.1916 1.8040 2.1549 0.7617 -1.0876
O 2.9362 -0.6449 -2.2444 3.3711 2.2408 -2.8317
O 0.8572 -0.1125 4.5020 0.3115 1.3689 1.2481
O -0.6257 2.3905 0.5766 -0.3712 -1.9869 1.7141
O -2.5903 0.9516 -1.4886 -0.4111 3.4955 -2.4586
O -2.2427 1.0421 1.0039 -3.6818 8.7561 4.6836
O -0.7021 1.5977 -3.6394 1.2313 0.3004 0.8046
O -1.8696 -0.5987 0.5943 3.6140 -8.2685 -2.4992
O -1.7493 3.6280 -2.6098 -1.9150 2.1398 0.0914
O 1.0252 -0.5235 -0.3319 -0.7702 0.6054 1.0594
O 1.4896 -1.2646 2.2895 -0.8403 0.1089 -2.0063
O -3.2687 -3.7048 0.4585 0.1620 1.9209 -1.2097
O 2.0599 -4.4577 -1.8237 -2.5809 -0.1226 2.6561
O 0.4565 -0.3251 -3.4010 -2.3897 1.2086 -0.4853
O 3.9291 -1.2484 3.0530 0.9811 0.7379 2.7345
H 2.7855 -0.6696 -3.2124 -0.0477 0.0063 1.0861
H 2.3227 -4.8169 -2.6405 0.2290 -0.9133 -1.5507
H -2.9528 0.4094 -0.8359 -0.6387 -1.1073 1.2101
H 0.1030 -0.5866 4.1984 -1.1372 -0.5333 -0.3024
H 0.2802 -0.2038 -0.8515 0.0433 0.2606 -0.6036
H -2.6993 -2.9202 0.1403 -0.7629 -2.5543 1.1697
H 0.4992 0.4670 5.1966 0.3027 -0.3390 -0.1919
H 1.1427 0.2112 0.3066 0.4274 -0.6208 -0.6448
H -3.0048 1.8805 -1.3954 0.7431 -2.7218 -0.0787
H -0.0745 2.0756 -3.0470 -0.6287 -0.8601 -0.7039
H -1.8397 3.0892 -1.8268 0.4524 -0.4078 0.3950
H 0.5057 -1.1715 -3.0748 1.1713 -3.5654 1.1923
H -2.6081 -1.1750 0.6395 -0.7634 -1.7618 0.2492
H 1.0269 2.7886 2.5216 0.2865 -0.3386 0.9489
H 1.2089 -4.9308 -1.5070 2.3243 1.0741 -1.1243
H 1.3605 -1.4010 3.2127 0.3398 0.0032 0.7603
H 0.7010 -0.8121 1.9308 0.5273 -0.6785 0.4723
H 4.4989 -0.7133 3.6873 -0.9646 -1.0734 -1.5789
H -1.0459 -1.0698 0.3831 -0.2047 -1.0164 -0.3123
H -2.2766 1.4491 1.9027 -0.7312 0.2689 -0.9319
H -0.5446 -0.2618 -3.3538 1.6919 0.9232 -0.5822
H -1.0861 2.2991 -4.1147 -1.0087 1.3191 -0.7684
H 2.4846 3.1689 1.8978 -1.8222 -0.2741 0.4304
H 0.1551 2.7516 0.2924 3.1351 2.1630 -1.2184
H -0.2195 1.7043 1.1958 -1.3389 1.2105 -1.3263
H 2.3261 -1.1724 -1.8445 -2.6640 -2.1377 1.7312
H -2.8475 -4.3031 1.0784 0.6856 0.4875 -0.0474
H 4.2510 -1.1142 2.1768 0.3981 0.2929 -0.8875
H -2.5137 4.2685 -2.5277 1.4093 -0.8724 -0.1942
H -3.1367 0.8379 0.7281 -0.3199 0.4996 0.9887
```
Forces are in eV/Å.

Results
- Largest force on an atom: 10.59 eV/A
- E_LUMO: -0.3 eV
- ΔE to the lowest compared entry with this formula, charge and spin: 975.7 kJ/mol

Formula: C33H48P2Pt
Source: OMol25
Level of theory: ωB97M-V/def2-TZVPD

XYZ file:
```
84
Properties=species:S:1:pos:R:3:forces:R:3
Pt -0.2097 0.0706 -4.2233 -0.7250 -1.0896 2.1765
P -2.1341 -0.1195 -2.0548 1.1002 0.1139 -0.0098
P 1.9140 0.9347 -3.2173 -0.8075 -1.4949 -1.1738
C 2.9398 -1.3479 0.1798 0.4488 -0.0831 -0.1582
C -1.6297 5.9563 3.4591 -0.1139 0.0769 0.9263
C -1.2116 5.4663 1.0713 0.1365 -0.4122 -0.6614
C -1.2297 2.7241 1.6537 0.4555 0.8476 -0.8104
C 2.1123 2.4962 -2.2718 -0.2670 -0.0591 -0.3837
C -1.5024 -0.3239 -5.8980 -0.5927 1.2634 -0.5884
C 3.5192 0.0661 -3.0145 -0.3016 0.1382 0.0184
C -1.6756 4.1536 5.0895 0.0404 -0.6729 -0.6143
C 0.7404 -0.8662 -6.8620 -0.0454 -0.4907 -1.0871
C -0.6014 -0.5273 0.9691 0.7178 -0.3545 -0.6354
C 1.1262 2.1855 -5.8165 0.1632 0.1010 -0.1813
C 1.4241 0.6519 2.0395 0.2021 0.3685 0.0488
C -1.5470 3.2138 4.0743 -0.2025 0.3532 0.2216
C -0.2508 1.9449 -6.4844 0.2989 0.7266 -0.1262
C -2.0449 -2.3487 -0.1849 -0.6128 -0.4957 0.3867
C 0.5100 -2.0647 -0.3487 0.3722 -0.1058 -0.1414
C -0.7652 -1.2353 -6.8336 0.7236 -0.3967 0.5000
C -1.7312 5.5312 4.7795 -0.0032 0.1630 -0.7275
C 1.2848 -0.4277 -5.5363 1.0299 0.7107 0.8741
C -1.2369 1.0724 -5.7251 -0.9355 -0.2956 -1.2597
C -0.8646 3.1650 0.4077 -0.2574 -0.2349 0.0958
C 0.7962 -0.2697 1.0697 0.0159 -0.4330 -0.1016
C 1.4700 -1.2160 0.2613 0.1420 0.1672 0.2815
C -3.2269 -1.0290 -3.2348 0.1280 0.3037 -0.2305
C 0.8091 -3.2574 -1.1805 0.0199 -0.0124 -0.3072
C -0.8931 4.5443 0.0811 -0.0702 0.2712 0.6092
C -1.5812 0.1571 1.7795 -1.1891 -1.1160 0.7904
C -0.7788 -1.6291 0.0606 -0.5841 0.4790 0.3516
C -3.2149 0.9853 -1.0859 -0.2356 0.1334 0.1976
C -1.4502 3.6108 2.7137 0.0098 1.2199 0.5486
C -1.4565 5.0329 2.4031 0.1675 -0.7800 0.0850
C 1.8331 0.9596 -5.2231 2.0252 0.5679 0.3566
C -1.1975 1.2659 -2.8466 -1.0912 1.0906 -0.1059
H -3.8702 -1.7282 -2.6807 0.1387 0.3567 -0.0313
H 1.7876 2.6306 -6.5809 -0.2926 -0.0406 0.3958
H -1.8517 2.0709 -3.2736 0.6973 -0.6022 0.2236
H -2.3692 -2.8412 0.7362 0.0411 -0.1840 0.0554
H 3.7804 0.0222 -1.9430 -0.0033 0.0017 -0.6737
H 2.9166 1.0284 -5.3777 0.0031 -0.0052 -0.6179
H -0.6704 4.8348 -0.9468 -0.0384 0.1499 0.3484
H 3.4142 -0.3652 0.0524 -0.0864 -0.2191 0.1219
H 0.8342 1.5667 2.1688 0.1710 -0.2271 0.0240
H 4.2532 0.6709 -3.5788 -0.0764 -0.4445 0.3355
H -1.3707 1.5136 1.7689 0.1272 0.4400 0.0905
H 2.4341 0.9376 1.7217 -0.1773 -0.1030 0.1804
H -2.8728 -1.6930 -0.4858 0.2722 -0.3810 0.3929
H 0.9050 -4.1561 -0.5456 -0.0624 0.2578 -0.1351
H -2.6452 1.3527 -0.2177 -0.3315 -0.0398 -0.4739
H 0.9732 -0.1436 -7.6426 -0.0938 0.0320 0.0112
H -2.5948 -1.6273 -3.9131 -0.3287 0.2360 0.4303
H -0.1202 1.5994 -7.5210 -0.1156 0.0548 0.4104
H -0.8398 -2.2490 -6.4062 -0.0359 0.2038 -0.2493
H 3.2364 -1.9917 -0.6554 0.0257 0.1359 0.2267
H -0.5068 1.6929 -2.1031 -0.5031 -0.2765 -0.3478
H -3.4821 1.8415 -1.7204 -0.2753 -0.1940 0.3423
H -1.4163 -0.0239 2.8543 -0.1205 0.0265 -0.2948
H -4.1058 0.4570 -0.7262 0.0549 0.1893 -0.1121
H -2.5463 -0.5894 -5.7101 0.4525 -0.0826 0.1498
H -0.6850 2.9604 -6.5400 0.0029 -0.5560 -0.1950
H -1.8507 6.2517 5.5897 0.0526 -0.1575 -0.3133
H -2.1302 1.6468 -5.4429 0.4719 -0.3241 0.5212
H 1.2385 2.6557 -1.6282 0.2516 0.0873 -0.2333
H -1.7369 3.8192 6.1265 0.0292 0.1475 -0.3164
H 0.0023 -3.4549 -1.9047 0.3425 0.0608 0.2356
H 3.3710 -1.7766 1.0992 -0.2037 0.0777 -0.1936
H -1.9193 -3.1148 -0.9516 -0.1081 0.0914 0.0581
H 3.0004 2.4234 -1.6303 -0.1668 -0.0004 -0.3328
H 3.4420 -0.9531 -3.4276 0.2097 0.4515 0.1726
H -3.8451 -0.3416 -3.8245 -0.0615 -0.2326 0.0773
H -1.4894 2.1434 4.2806 -0.0853 0.3090 0.1805
H -1.2452 6.5415 0.8510 0.0200 -0.5293 0.0804
H -1.6604 7.0261 3.2239 0.0280 -0.4291 0.1018
H -2.6330 0.0115 1.5043 0.3786 0.1961 0.1470
H 2.2140 3.3280 -2.9745 0.0450 0.0783 0.2566
H -0.5678 2.4235 -0.3369 -0.2382 0.2490 0.1071
H 1.7662 -3.1439 -1.7146 -0.3973 -0.0707 0.1515
H 1.9293 -1.2067 -5.0819 -0.4665 0.3158 -0.0263
H 1.2730 -1.7798 -7.1309 0.0916 0.0871 -0.1477
H 1.4976 0.1606 3.0257 0.0500 0.1242 -0.2514
H 1.0078 2.9268 -5.0044 -0.0027 -0.1335 -0.4858
H -1.2135 -1.3022 -7.8426 0.1510 0.3040 0.4377
```
Forces are in eV/Å.

Results
- Largest force on an atom: 2.54 eV/A
- Spin multiplicity: 5
- E_LUMO (spin up / spin down): -5.4 / -8.0 eV
- Charge: +2